13 unconnected molecules or ions with the total composition C27H80O13 in a non-equilibrium geometry. Source: the OMol25 dataset; level of theory: ωB97M-V with the def2-TZVPD basis set.

The geometry in XYZ format:
```
120
Properties=species:S:1:pos:R:3:forces:R:3:mulliken_charge:R:1
C -4.543254 5.558130 1.096812 0.83 1.11 -0.18 -0.431
O -4.197424 5.721380 2.449402 -0.23 -0.82 1.23 -0.512
H -3.767314 5.083980 0.495812 0.05 -0.48 0.11 0.221
H -5.474964 4.995130 1.041602 0.10 0.25 -0.02 0.198
H -4.599224 6.574170 0.706132 -0.75 -0.06 -0.62 0.228
H -3.359914 6.162730 2.608732 -0.01 0.01 -0.52 0.296
C 1.663906 7.246770 5.687842 -1.51 -1.84 1.29 -0.572
O 0.929526 8.005730 4.749522 1.18 0.79 -0.44 -0.489
H 1.891626 7.659030 6.670842 0.11 1.18 -0.41 0.244
H 0.896006 6.521650 5.957332 0.42 -0.84 0.36 0.242
H 2.547936 6.691800 5.373862 -0.02 0.35 -0.61 0.267
H 1.396216 7.882060 3.919762 -0.19 0.37 -0.21 0.308
C 2.260576 -2.006820 8.556282 1.34 0.72 -0.92 -0.532
O 1.800906 -3.296430 8.819132 -0.71 -0.17 0.36 -0.482
H 3.268436 -1.946230 8.966942 0.14 0.58 0.14 0.250
H 2.389886 -1.853340 7.484912 -0.18 -0.33 -0.13 0.209
H 1.658946 -1.158820 8.883472 -0.34 -0.24 0.45 0.245
H 1.902726 -3.361140 9.771522 -0.25 -0.57 0.08 0.309
C 8.010216 1.929380 8.193352 0.97 0.87 -0.60 -0.498
O 8.373716 3.374170 8.354392 -0.82 -2.10 -0.46 -0.508
H 7.074086 1.718950 7.676182 -0.66 0.87 0.66 0.232
H 8.667606 1.483040 7.447222 0.74 0.25 0.26 0.230
H 8.099206 1.334170 9.102152 -0.12 0.34 0.09 0.242
H 8.491286 3.570260 9.286772 -0.11 -0.23 0.04 0.301
C 1.465996 -7.303160 3.460192 -0.09 0.56 0.18 -0.499
O 1.030226 -7.370550 4.828222 0.24 -0.05 -0.67 -0.499
H 1.522056 -8.316870 3.063532 0.04 0.15 0.07 0.217
H 0.818226 -6.688500 2.835122 -0.68 -0.26 0.07 0.243
H 2.405226 -6.768770 3.317452 0.50 -0.44 0.42 0.237
H 1.398076 -6.629480 5.315162 -0.02 0.05 -0.06 0.301
C 7.429666 -3.221380 -0.098508 0.05 1.35 -0.11 -0.486
O 7.151116 -1.764600 -0.152108 0.77 -1.65 0.20 -0.508
H 8.454236 -3.451980 0.193322 0.13 0.78 0.30 0.222
H 6.795286 -3.679150 0.660512 -0.21 -0.26 -0.44 0.237
H 7.387246 -3.632210 -1.107238 -0.72 -0.21 0.09 0.228
H 6.203556 -1.669760 -0.030698 -0.04 0.00 -0.05 0.306
C 0.130786 -0.508640 1.829902 -0.57 0.30 -0.64 -1.285
C 1.032376 0.627750 1.301482 -2.22 -1.52 -1.41 0.537
C 2.025956 1.036920 2.330722 0.75 0.29 -0.65 -1.223
O 1.578936 0.155860 0.011862 0.91 0.65 1.44 -0.568
H 0.737716 -1.386910 2.049862 -0.19 0.06 0.45 0.309
H -0.628124 -0.810710 1.108172 0.41 -0.13 -0.80 0.375
H -0.594044 -0.198890 2.582742 0.78 0.09 0.92 0.366
H 0.379336 1.465190 1.055882 0.02 0.29 0.11 0.200
H 2.741476 0.234620 2.510832 0.04 0.05 0.17 0.337
H 1.495496 1.302350 3.245192 0.06 -0.13 -0.01 0.340
H 2.548336 1.922800 1.969572 0.27 -0.02 0.18 0.306
H 0.861526 -0.008880 -0.604408 -0.23 0.08 0.24 0.307
C 7.837216 -0.651690 -8.035288 0.35 -1.92 0.56 -1.285
C 6.531626 -1.087990 -7.310738 0.24 1.49 -1.36 0.447
C 5.952356 0.200800 -6.756958 -0.59 0.65 0.09 -1.212
O 5.662916 -1.649930 -8.331278 0.54 0.40 0.50 -0.536
H 8.345296 -1.604190 -8.185968 0.25 0.02 -0.85 0.319
H 8.579586 -0.116000 -7.443648 -0.53 0.34 0.44 0.366
H 7.684626 -0.112670 -8.970308 -0.32 -0.22 0.11 0.347
H 6.711056 -1.881590 -6.585398 0.17 0.29 0.30 0.238
H 4.875596 0.213800 -6.588028 -0.11 -0.49 0.46 0.368
H 6.057126 1.005320 -7.484878 0.24 -0.12 -0.33 0.329
H 6.471476 0.579040 -5.876308 -0.04 -0.34 0.19 0.320
H 4.789576 -1.668500 -7.933118 -0.20 -0.12 -0.09 0.300
C 1.329056 8.272190 -2.513728 -1.22 -0.08 -1.58 -1.173
C 2.496316 7.918810 -1.730678 1.65 -1.44 0.79 0.581
C 3.521106 7.164700 -2.593378 -0.99 -0.18 -0.02 -1.274
O 3.043416 9.018510 -1.079298 0.46 1.21 0.17 -0.553
H 0.799106 7.330320 -2.655618 -0.57 0.17 0.02 0.329
H 1.666626 8.521880 -3.519608 -0.22 0.57 -0.09 0.285
H 0.683146 9.054150 -2.114408 0.09 -0.19 0.12 0.330
H 2.221436 7.194300 -0.964098 -0.28 -0.19 0.33 0.155
H 4.443406 7.044820 -2.024968 0.14 -0.19 -0.38 0.381
H 3.637726 7.568130 -3.599228 0.50 0.61 0.25 0.305
H 3.049726 6.207060 -2.814298 0.35 -0.43 0.29 0.329
H 3.909846 8.761740 -0.755318 0.07 0.14 0.10 0.306
C -2.891614 1.204430 -6.929378 0.55 0.49 -1.73 -1.069
C -3.160254 1.920120 -5.650818 -1.11 -0.29 -0.12 0.184
C -4.588524 2.558320 -5.669898 0.85 0.48 0.18 -1.173
O -3.094044 0.864800 -4.700098 -0.37 0.41 0.91 -0.521
H -3.145314 1.781100 -7.818868 -0.31 0.11 -0.06 0.330
H -3.481364 0.287780 -6.922688 0.07 -0.05 -0.29 0.294
H -1.838194 0.972460 -7.086218 0.01 -0.32 0.40 0.289
H -2.385224 2.635020 -5.374518 -0.19 0.17 -0.11 0.306
H -4.710314 3.211640 -6.533868 0.28 0.33 0.12 0.328
H -4.733254 3.117950 -4.745798 -0.11 0.13 -0.08 0.332
H -5.440954 1.886890 -5.773008 0.35 -0.68 0.16 0.341
H -3.878984 0.386960 -4.977868 -0.03 -0.77 0.64 0.359
C -7.688844 2.238170 9.273802 -0.04 -0.60 -0.10 -1.259
C -7.011424 2.717060 7.953982 -0.05 -1.44 0.16 0.576
C -6.843984 1.583210 6.853392 -0.06 0.36 0.71 -1.221
O -7.688924 3.797370 7.391072 -1.00 0.66 -0.10 -0.543
H -7.418924 2.810500 10.161322 0.26 0.32 -0.28 0.322
H -7.377544 1.214910 9.483872 0.42 -0.06 -0.07 0.329
H -8.772154 2.139960 9.343772 -0.19 0.42 -0.82 0.345
H -6.058654 3.114870 8.303372 0.58 -0.49 -0.29 0.138
H -6.217354 0.745050 7.158232 0.15 0.15 0.28 0.326
H -6.423504 1.966220 5.923552 0.28 0.36 0.13 0.360
H -7.782484 1.133900 6.528672 -0.37 0.24 0.42 0.324
H -7.235834 4.045390 6.581872 0.02 0.07 -0.05 0.302
C -7.926904 -6.035510 -4.709588 -1.27 0.48 -0.73 -1.194
C -8.037124 -4.950270 -3.600548 1.15 -4.30 0.68 0.429
C -8.243074 -5.706000 -2.305048 -1.51 -0.16 1.13 -1.430
O -6.819244 -4.288760 -3.435128 0.24 2.34 -0.82 -0.559
H -7.674094 -7.062320 -4.445298 0.96 0.31 0.70 0.310
H -7.339764 -5.689240 -5.560148 0.01 -0.08 0.03 0.320
H -8.935394 -6.260360 -5.056698 -0.30 0.45 -0.43 0.362
H -8.943694 -4.356590 -3.717898 0.76 0.83 -0.42 0.301
H -9.067824 -6.418620 -2.297398 -0.58 0.28 -0.40 0.372
H -8.488454 -4.936180 -1.573428 0.23 -0.30 0.54 0.339
H -7.466184 -6.381270 -1.946498 0.78 0.58 -0.30 0.426
H -6.123294 -4.819310 -3.040438 -0.47 -0.43 0.02 0.326
C -0.638454 -7.425710 -3.255398 -1.44 -0.35 -0.29 -1.246
C 0.569896 -7.812090 -4.040358 1.95 0.35 -0.22 0.557
C 0.729126 -7.241970 -5.494818 -0.54 -0.91 0.92 -1.205
O 1.609586 -7.375720 -3.152268 0.63 0.75 0.22 -0.565
H -0.844664 -8.080210 -2.408498 0.34 -0.20 -0.05 0.314
H -1.521454 -7.489990 -3.891218 -0.19 0.24 0.00 0.336
H -0.549144 -6.427710 -2.826308 0.13 0.10 -0.38 0.322
H 0.786636 -8.878370 -4.105068 -0.99 -0.38 -0.25 0.221
H 0.670886 -6.156220 -5.571358 0.17 -0.08 0.14 0.307
H -0.045094 -7.689920 -6.117718 -0.34 0.17 0.03 0.325
H 1.636896 -7.658950 -5.930918 0.32 0.42 0.15 0.342
H 2.477736 -7.700550 -3.402058 -0.05 -0.11 -0.28 0.293
```
Forces are in eV/Å.

Summary:
relative energy (zero: lowest compared OMol25 entry of this formula, charge and spin)	915.08	kJ/mol
HOMO	-10.02	eV
charge	0
Kohn-Sham gap	10.1	eV